Molecular formula: C3H7NO2S
Method: DFT, ωB97M-V/def2-TZVPD

Structure (XYZ):
```
14
Properties=species:S:1:pos:R:3:forces:R:3:mulliken_charge:R:1
C 2.958 0.762 -0.323 0.01 0.04 -0.24 -0.860
C -2.689 -1.405 -0.044 0.38 0.66 -0.14 -0.853
C 1.606 0.712 0.277 -0.58 -0.34 1.09 0.079
N 0.600 0.295 -0.362 -0.21 -0.02 -1.28 -0.453
O -0.552 0.130 0.420 -0.26 -0.02 0.70 -0.107
O -2.834 1.148 0.426 -0.43 0.55 0.42 -0.525
S -2.036 0.275 -0.403 0.88 -0.95 -0.40 0.585
H 2.912 0.758 -1.406 0.03 0.00 -0.12 0.283
H 3.510 -0.119 0.009 0.09 -0.01 0.00 0.244
H 3.495 1.639 0.032 0.04 0.06 -0.06 0.301
H -1.980 -2.156 -0.363 0.18 -0.12 -0.07 0.308
H -3.607 -1.486 -0.621 -0.04 0.05 -0.05 0.322
H -2.913 -1.483 1.013 0.08 0.09 0.19 0.298
H 1.531 0.929 1.346 -0.17 0.01 -0.05 0.376
```
Forces are in eV/Å.

Computed properties:
* highest occupied orbital energy: -9.4 eV
* energy relative to the best compared isomer or geometry (same formula, charge and spin): 336.46 kJ/mol
* LUMO energy: 1.02 eV
* calculated total energy: -721.83450 a.u.


Molecular formula: CH5S3
Method: DFT, ωB97M-V/def2-TZVPD

Structure (XYZ):
```
9
Properties=species:S:1:pos:R:3:forces:R:3:mulliken_charge:R:1
S 0.490 2.418 -1.913 0.68 0.41 1.83 -0.481
H 1.061 2.842 -0.659 -0.91 -0.72 -1.74 0.074
C 0.080 -1.231 1.251 1.96 -1.24 -2.59 -0.728
S 0.009 -1.458 -0.654 -0.60 0.23 1.15 -0.155
S -1.550 -0.167 -1.149 0.37 -0.22 0.10 -0.574
H -0.885 -1.034 1.569 -1.73 0.79 0.59 0.275
H 0.819 -0.429 1.344 -0.33 -0.29 0.73 0.214
H 0.363 -2.230 1.624 0.37 0.63 0.12 0.229
H -0.389 1.288 -1.413 0.19 0.40 -0.18 0.146
```
Forces are in eV/Å.

Computed properties:
* highest occupied orbital energy: -2.9 eV
* energy relative to the best compared isomer or geometry (same formula, charge and spin): 43.10 kJ/mol
* LUMO energy: 3.64 eV
* calculated total energy: -1235.69072 a.u.
* net charge: -1


Molecular formula: C33H39BrGeIrN3OS
Method: DFT, ωB97M-V/def2-TZVPD

Structure (XYZ):
```
80
Properties=species:S:1:pos:R:3:forces:R:3:mulliken_charge:R:1
Ir -1.039 -0.525 0.757 0.04 0.01 0.25 1.959
N -0.780 -1.584 2.518 -0.03 -0.08 0.04 -0.633
C 0.146 -0.899 3.474 -0.03 0.01 -0.04 -0.766
C 1.610 -1.014 3.048 0.00 -0.01 0.01 -0.409
C 1.832 -1.170 1.551 -0.03 -0.02 -0.01 -0.857
N 1.049 -0.193 0.745 -0.02 -0.04 -0.03 -0.237
H -1.689 -1.666 2.969 0.00 -0.05 -0.01 0.408
H -0.474 -2.543 2.347 0.05 0.03 -0.05 0.246
H 0.007 -1.320 4.469 0.01 0.00 0.01 0.487
H -0.176 0.142 3.509 0.00 0.00 0.01 0.219
H 2.067 -1.881 3.527 0.02 0.02 0.00 0.431
H 2.145 -0.141 3.429 -0.02 0.00 -0.02 0.220
H 1.534 -2.159 1.211 0.00 -0.02 -0.03 0.248
H 2.892 -1.053 1.324 0.00 -0.01 0.02 0.611
H 1.342 -0.285 -0.227 -0.01 -0.01 0.00 0.327
H 1.334 0.741 1.033 -0.03 0.04 0.00 -0.262
C -4.951 -4.243 -0.066 0.00 0.00 0.00 -1.421
C -4.676 -2.841 0.394 -0.03 0.01 0.01 0.412
C -5.689 -1.983 0.819 0.02 -0.04 -0.03 -0.387
C -5.383 -0.699 1.233 0.02 0.06 0.02 -0.841
C -4.062 -0.303 1.206 -0.01 0.04 0.03 0.598
Br -3.598 1.427 1.804 0.08 -0.12 0.00 0.017
N -3.066 -1.089 0.792 0.05 -0.06 0.01 -0.359
C -3.385 -2.341 0.401 -0.03 -0.03 -0.01 -0.258
H -5.961 -4.549 0.195 0.00 0.00 0.01 0.410
H -4.256 -4.950 0.386 0.01 0.00 -0.01 0.370
H -4.854 -4.317 -1.151 -0.01 0.01 0.00 0.303
H -6.718 -2.320 0.835 0.00 0.00 0.00 0.465
H -6.148 -0.017 1.577 0.00 0.00 0.00 0.487
H -2.545 -2.949 0.092 0.00 0.00 0.00 0.587
C -1.924 4.177 1.590 0.04 0.04 -0.07 -1.306
Ge -0.529 3.037 0.924 -0.03 0.05 0.07 -0.745
C 1.050 2.966 1.968 -0.04 0.02 -0.01 1.190
C 0.977 3.225 3.344 0.02 -0.01 0.01 -0.326
C 2.135 3.252 4.105 0.00 -0.01 -0.01 -0.768
C 3.368 3.048 3.495 -0.02 0.00 0.01 -0.617
C 3.454 2.811 2.125 0.00 0.01 -0.02 -0.767
C 2.302 2.763 1.361 0.01 0.00 0.03 -0.022
C -0.489 2.224 -0.825 -0.18 -0.34 0.14 1.234
C -1.099 1.005 -1.096 0.24 0.24 -0.35 -0.186
C -1.055 0.464 -2.401 -0.04 0.03 0.16 -0.281
C -0.371 1.117 -3.385 0.11 0.13 -0.07 -1.148
C 0.293 2.341 -3.132 -0.03 -0.05 -0.03 0.832
C 0.985 3.040 -4.153 0.02 0.03 0.01 -1.040
C 1.577 4.243 -3.893 -0.03 -0.04 0.07 -0.715
C 1.509 4.814 -2.597 -0.01 -0.04 -0.02 -0.999
C 0.854 4.161 -1.595 0.05 0.08 -0.10 -0.648
C 0.232 2.908 -1.830 -0.04 0.00 -0.06 1.064
H -1.485 5.175 1.672 -0.01 0.01 -0.02 0.507
H -2.225 3.874 2.593 0.02 0.02 0.02 0.515
H -2.781 4.206 0.922 0.00 0.00 0.00 0.439
H 0.024 3.416 3.824 0.00 0.00 0.00 0.394
H 2.081 3.454 5.167 0.00 0.00 0.00 0.462
H 4.272 3.092 4.088 0.00 0.00 0.00 0.460
H 4.422 2.689 1.656 0.00 0.00 0.01 0.483
H 2.378 2.617 0.287 0.00 -0.01 0.01 0.414
H -1.924 0.623 -0.433 -0.08 0.13 0.02 -0.489
H -1.596 -0.446 -2.616 -0.02 0.00 -0.02 0.806
H -0.356 0.722 -4.394 0.00 -0.01 0.00 0.589
H 1.025 2.611 -5.146 0.00 0.01 0.00 0.482
H 2.097 4.773 -4.678 0.00 0.01 0.00 0.447
H 1.970 5.774 -2.410 0.01 0.00 -0.01 0.466
H 0.806 4.629 -0.610 -0.01 0.00 0.00 0.405
C -0.384 -4.553 -1.872 -0.04 0.02 0.00 -1.139
S -0.195 -2.779 -1.790 0.12 -0.07 -0.03 0.352
O -0.335 -2.472 -0.283 -0.07 -0.01 0.06 -1.134
C 1.528 -2.624 -2.175 -0.04 -0.03 -0.02 0.720
C 2.496 -3.219 -1.370 0.02 0.00 0.00 -0.294
C 3.828 -3.099 -1.726 0.00 0.00 0.00 -0.908
C 4.181 -2.407 -2.883 -0.01 -0.01 0.01 -0.488
C 3.208 -1.829 -3.684 0.02 0.01 0.00 -0.700
C 1.869 -1.930 -3.328 -0.03 0.04 0.00 -0.300
H 0.348 -5.038 -1.231 -0.01 0.01 0.02 0.389
H -0.244 -4.851 -2.912 0.02 0.01 0.02 0.447
H -1.399 -4.787 -1.555 0.00 -0.02 -0.02 0.415
H 2.211 -3.787 -0.493 0.02 0.01 0.03 0.349
H 4.593 -3.567 -1.121 0.00 0.00 0.00 0.466
H 5.222 -2.334 -3.166 0.00 0.00 0.00 0.455
H 3.487 -1.310 -4.591 0.00 0.00 0.00 0.451
H 1.099 -1.492 -3.952 -0.01 0.00 0.00 0.412
```
Forces are in eV/Å.

Computed properties:
* highest occupied orbital energy (alpha / beta): -16.1 / -16.1 eV
* energy relative to the best compared isomer or geometry (same formula, charge and spin): 24.58 kJ/mol
* LUMO energy (alpha / beta): -9.29 / -9.70 eV
* spin multiplicity: 2
* calculated total energy: -6672.93332 a.u.
* net charge: +3


Molecular formula: C5H8N2O
Method: DFT, ωB97M-V/def2-TZVPD

Structure (XYZ):
```
16
Properties=species:S:1:pos:R:3:forces:R:3:mulliken_charge:R:1
C -1.021 -0.634 -2.098 -0.20 -0.33 -0.34 -1.012
C 1.414 1.410 0.178 -0.09 -0.13 -0.14 -1.178
N -0.907 -1.332 1.077 -0.24 0.45 0.63 -0.636
C -0.058 -0.400 1.302 -0.21 -1.40 0.33 0.356
C -0.818 0.221 -0.943 2.62 1.27 2.08 0.319
C 0.146 0.607 0.281 -1.05 -0.63 -2.49 0.952
O 0.801 -0.336 2.356 -0.21 0.25 0.12 -0.471
N -1.103 1.237 -0.299 -0.99 0.35 0.05 -0.687
H 0.696 -1.119 2.913 -0.07 0.08 -0.15 0.303
H -1.141 -1.892 1.896 0.33 -0.09 -0.05 0.202
H -0.055 -0.961 -2.484 -0.05 0.07 -0.06 0.286
H -1.591 -0.121 -2.872 0.01 -0.01 -0.02 0.358
H -1.562 -1.525 -1.778 0.01 0.03 0.02 0.285
H 1.201 2.473 0.298 -0.02 0.02 0.02 0.309
H 2.101 1.102 0.963 0.10 0.03 -0.06 0.333
H 1.896 1.269 -0.791 0.05 0.04 0.05 0.279
```
Forces are in eV/Å.

Computed properties:
* highest occupied orbital energy: -8.6 eV
* energy relative to the best compared isomer or geometry (same formula, charge and spin): 236.64 kJ/mol
* LUMO energy: 0.72 eV
* calculated total energy: -379.99805 a.u.


Molecular formula: C12H16MnN7S6
Method: DFT, ωB97M-V/def2-TZVPD

Structure (XYZ):
```
42
Properties=species:S:1:pos:R:3:forces:R:3:mulliken_charge:R:1
Mn -0.318 0.185 -1.835 -0.02 -0.07 -0.02 0.090
C -1.719 -1.048 3.413 0.00 0.01 0.00 -1.104
N -1.045 -0.122 2.515 0.01 0.02 -0.01 0.035
C 0.255 0.299 2.997 -0.01 -0.02 -0.01 -1.202
C -1.134 -0.340 1.142 -0.07 -0.04 0.03 0.612
N -0.173 -0.319 0.322 0.08 0.04 -0.08 -0.409
N -2.459 -0.515 0.724 0.01 -0.02 -0.02 -0.066
C -2.850 -0.936 -0.548 0.08 0.14 0.02 0.712
N -4.198 -0.871 -0.726 -0.04 -0.29 0.00 -0.360
N -2.003 -1.337 -1.420 0.01 0.00 0.03 -0.742
H -1.930 -0.547 4.359 0.00 0.00 0.00 0.359
H -1.097 -1.929 3.620 0.00 0.00 0.00 0.309
H -2.655 -1.386 2.980 0.00 0.00 0.00 0.368
H 0.147 0.651 4.023 0.00 0.00 0.00 0.326
H 0.634 1.114 2.383 0.00 0.00 0.00 0.410
H 0.988 -0.520 2.985 0.00 0.01 0.00 0.373
H 0.780 -0.240 0.679 0.00 -0.01 0.04 0.434
H -3.096 0.131 1.165 0.00 0.00 0.01 0.271
H -4.830 -0.700 0.032 -0.01 0.11 -0.02 0.163
H -4.577 -0.965 -1.653 0.00 0.08 0.00 0.162
H -2.452 -1.629 -2.283 -0.01 0.01 0.00 0.268
S -7.062 1.524 -2.889 0.00 0.00 0.01 -0.321
C -5.397 1.534 -2.887 -0.04 -0.01 -0.01 0.013
S -4.437 2.407 -1.770 0.02 0.03 0.01 -0.125
C -2.850 1.868 -2.285 -0.01 0.01 0.09 0.192
C -2.840 1.040 -3.359 -0.02 -0.02 -0.04 -0.060
S -1.466 0.267 -4.102 0.04 0.02 -0.02 -0.388
S -4.430 0.639 -3.991 0.02 0.00 0.00 -0.126
S -1.491 2.353 -1.301 -0.02 -0.01 -0.02 -0.398
C 6.812 -0.206 -0.769 0.00 0.00 -0.01 -1.160
C 5.368 -0.083 -0.374 0.01 0.01 0.03 0.950
C 4.987 0.101 0.954 0.00 0.00 -0.02 -0.859
C 3.627 0.163 1.180 -0.02 0.00 -0.02 -0.112
N 2.717 0.074 0.220 0.00 0.01 0.02 -0.340
C 3.166 -0.075 -1.050 0.02 -0.02 0.00 0.141
S 2.084 -0.154 -2.395 -0.02 0.00 0.02 -0.397
N 4.482 -0.169 -1.350 -0.02 0.01 0.00 -0.535
H 7.479 0.011 0.066 0.00 0.00 0.00 0.323
H 7.026 0.474 -1.592 0.00 0.00 0.00 0.305
H 7.009 -1.218 -1.125 0.00 0.00 0.00 0.262
H 5.706 0.182 1.756 0.00 0.00 0.00 0.300
H 3.242 0.292 2.189 0.01 0.00 0.00 0.326
```
Forces are in eV/Å.

Computed properties:
* highest occupied orbital energy (alpha / beta): -3.7 / -3.8 eV
* energy relative to the best compared isomer or geometry (same formula, charge and spin): 0.00 kJ/mol
* LUMO energy (alpha / beta): 2.28 / 2.28 eV
* spin multiplicity: 6
* calculated total energy: -4390.51472 a.u.
* net charge: -1


Molecular formula: C8H17B
Method: DFT, ωB97M-V/def2-TZVPD

Structure (XYZ):
```
26
Properties=species:S:1:pos:R:3:forces:R:3:mulliken_charge:R:1
B -0.749 1.443 -0.539 -0.43 -0.22 -1.09 0.090
C -1.445 -1.003 0.665 -1.47 -1.82 0.47 -0.822
C -2.651 -0.393 -0.005 1.58 0.07 -0.70 -0.619
C -0.330 -1.124 -0.321 -0.49 0.23 -0.12 -0.703
C -2.253 1.038 -0.346 -0.03 -0.17 -0.44 -0.772
C 0.238 0.221 -0.724 0.48 1.34 1.04 0.132
C 1.705 -0.030 1.374 0.54 -0.63 0.88 -1.606
C 2.731 -0.047 -0.813 -0.62 -0.60 1.48 -1.645
C 1.558 0.514 0.016 1.07 1.77 -2.60 0.577
H -0.333 2.640 -0.536 -0.58 -1.36 -0.02 -0.116
H -3.078 1.439 -0.883 -0.29 1.08 -0.96 0.474
H -1.166 -0.396 1.479 0.40 0.72 1.39 0.308
H -1.790 -1.989 1.058 0.71 0.42 -0.09 0.314
H -2.839 -1.013 -0.896 -0.46 0.31 0.20 0.328
H -3.492 -0.341 0.655 -0.71 -0.33 0.21 0.350
H 0.432 -1.789 0.066 0.10 -0.38 -0.50 0.288
H -0.869 -1.495 -1.164 0.36 -1.04 -0.99 0.469
H -2.358 1.529 0.583 -0.30 1.08 1.72 0.307
H 0.450 0.224 -1.804 0.03 0.12 -0.02 0.124
H 1.589 -1.151 1.424 -0.26 1.33 0.31 0.207
H 1.168 0.580 2.087 -0.57 -0.52 0.53 0.327
H 2.748 0.155 1.576 0.45 -0.08 0.69 0.598
H 3.606 -0.101 -0.181 0.50 0.05 -0.12 0.426
H 2.937 0.476 -1.692 0.28 1.08 -1.38 0.418
H 2.480 -1.050 -1.106 -0.04 -0.77 -0.14 0.354
H 1.711 1.664 0.026 -0.25 -1.69 0.26 0.192
```
Forces are in eV/Å.

Computed properties:
* highest occupied orbital energy: -9.5 eV
* energy relative to the best compared isomer or geometry (same formula, charge and spin): 0.00 kJ/mol
* LUMO energy: 0.78 eV
* calculated total energy: -339.81170 a.u.